# 1
# C32H57O5PtSi4Te

A structure of composition C32H57O5PtSi4Te at a distorted geometry (ωB97M-V with the def2-TZVPD basis set, the Open Molecules 2025 dataset).

```
! wB97M-V def2-TZVPD RIJCOSX def2/J DEFGRID3
* xyz -1 5
C 2.267 -0.444 -6.400
C 1.393 0.699 -5.782
C 3.361 -0.802 -5.355
C 3.309 0.292 -4.299
H 4.332 -0.900 -5.849
H 3.108 -1.775 -4.912
C 1.859 0.816 -4.340
H 0.323 0.485 -5.876
H 1.623 1.639 -6.297
C 1.167 -0.157 -3.382
H 1.758 1.826 -3.916
H 4.048 1.061 -4.552
C 3.445 -0.222 -2.857
C 1.493 -1.710 -6.739
C 2.855 -0.180 -7.792
O 4.036 -0.364 -8.023
O 0.405 -2.038 -6.283
O 2.160 -2.418 -7.671
O 2.048 0.231 -8.795
C 0.601 0.337 -8.760
H 0.245 1.003 -7.959
H 0.135 -0.659 -8.673
H 0.361 0.774 -9.734
C 1.533 -3.643 -8.060
H 1.283 -4.255 -7.184
H 2.275 -4.134 -8.687
H 0.620 -3.438 -8.633
O 2.160 -0.712 -2.480
H 0.703 -1.004 -3.920
H 0.382 0.314 -2.767
C 3.819 0.989 -2.012
C 4.514 -1.327 -2.714
H 5.295 -1.225 -3.481
H 4.087 -2.333 -2.786
H 5.014 -1.235 -1.737
H 3.801 0.754 -0.944
H 3.130 1.824 -2.201
H 4.838 1.318 -2.277
Pt -1.163 0.254 1.220
C -1.232 2.929 0.887
C -0.457 2.829 -0.296
C -1.082 1.921 -1.188
H 0.424 3.426 -0.518
C -2.238 1.363 -0.548
C -2.373 2.007 0.763
H -3.296 2.022 1.336
H -1.076 3.632 1.700
H -0.827 1.801 -2.238
H -3.022 0.780 -1.021
C -0.123 -2.661 0.453
C -1.378 -2.354 1.024
C -2.082 -1.432 0.109
H -1.837 -2.834 1.885
C -1.217 -1.310 -1.073
C -0.029 -2.024 -0.832
H 0.796 -2.160 -1.524
H 0.624 -3.338 0.866
H -3.148 -1.236 0.145
H -1.515 -0.863 -2.018
C 0.013 3.564 4.617
Si -1.582 2.589 4.832
C -2.036 2.656 6.666
C -2.995 3.445 3.927
Si -1.328 0.474 3.832
Te 0.956 0.260 2.733
Si 0.373 -0.577 5.251
C -0.376 -0.670 7.018
C 0.626 -2.369 4.740
C 2.075 0.172 5.674
Si -3.354 -0.669 4.216
C -4.097 -0.271 5.904
C -4.489 -0.022 2.863
C -3.229 -2.539 4.126
H -0.248 4.631 4.702
H 0.493 3.395 3.645
H 0.741 3.327 5.406
H -2.121 3.725 6.924
H -3.002 2.186 6.890
H -1.276 2.219 7.325
H -2.797 3.607 2.861
H -3.943 2.901 4.022
H -3.121 4.430 4.403
H -1.346 -1.178 7.066
H 0.344 -1.269 7.601
H -0.463 0.304 7.515
H 0.712 -2.539 3.659
H 1.566 -2.689 5.215
H -0.184 -2.997 5.134
H 2.830 0.100 4.876
H 2.010 1.221 5.989
H 2.447 -0.419 6.527
H -4.552 0.728 5.924
H -4.895 -1.012 6.067
H -3.383 -0.350 6.735
H -4.017 -0.077 1.873
H -5.387 -0.656 2.848
H -4.799 1.014 3.040
H -3.439 -2.898 3.110
H -2.257 -2.933 4.446
H -4.002 -2.951 4.794
*
```

Computed properties:
<S²>: 6.031
LUMO energy (alpha / beta): 2.01 / 1.77 eV
maximum force: 0.0744 Eh/bohr

Mulliken atomic charge list, values in e, 99 entries: number 1, C, carries 2.772; number 2, C, carries -2.120; number 3, C, carries -2.223; number 4, C, carries -0.029; number 5, H, carries 0.478; number 6, H, carries 0.330; number 7, C, carries 0.324; number 8, H, carries 0.482; number 9, H, carries 0.526; number 10, C, carries -0.164; number 11, H, carries 0.674; number 12, H, carries 0.625; number 13, C, carries 1.541; number 14, C, carries -0.640; number 15, C, carries 0.814; number 16, O, carries -0.637; number 17, O, carries -0.613; number 18, O, carries -0.242; number 19, O, carries -0.387; number 20, C, carries -0.441; number 21, H, carries 0.230; number 22, H, carries 0.152; number 23, H, carries 0.331; number 24, C, carries -0.756; number 25, H, carries 0.301; number 26, H, carries 0.255; number 27, H, carries 0.299; number 28, O, carries -0.287; number 29, H, carries 0.313; number 30, H, carries -0.716; number 31, C, carries -1.788; number 32, C, carries -1.802; number 33, H, carries 0.283; number 34, H, carries 0.332; number 35, H, carries 0.450; number 36, H, carries 0.464; number 37, H, carries 0.302; number 38, H, carries 0.402; number 39, Pt, carries 2.358; number 40, C, carries -0.408; number 41, C, carries -1.198; number 42, C, carries -0.171; number 43, H, carries 0.367; number 44, C, carries -1.840; number 45, C, carries -0.315; number 46, H, carries 0.805; number 47, H, carries 0.297; number 48, H, carries 0.896; number 49, H, carries 0.611; number 50, C, carries -1.142; number 51, C, carries -0.455; number 52, C, carries -1.414; number 53, H, carries 0.252; number 54, C, carries -0.442; number 55, C, carries 0.018; number 56, H, carries 0.493; number 57, H, carries 0.388; number 58, H, carries 0.810; number 59, H, carries 0.593; number 60, C, carries -1.263; number 61, Si, carries 0.593; number 62, C, carries -1.150; number 63, C, carries -1.075; number 64, Si, carries -0.087; number 65, Te, carries -1.011; number 66, Si, carries 0.533; number 67, C, carries -1.194; number 68, C, carries -0.960; number 69, C, carries -1.307; number 70, Si, carries 0.790; number 71, C, carries -1.257; number 72, C, carries -0.979; number 73, C, carries -1.111; number 74, H, carries 0.427; number 75, H, carries 0.242; number 76, H, carries 0.289; number 77, H, carries 0.386; number 78, H, carries 0.230; number 79, H, carries 0.285; number 80, H, carries 0.323; number 81, H, carries 0.206; number 82, H, carries 0.472; number 83, H, carries 0.234; number 84, H, carries 0.456; number 85, H, carries 0.258; number 86, H, carries 0.069; number 87, H, carries 0.382; number 88, H, carries 0.332; number 89, H, carries 0.427; number 90, H, carries 0.223; number 91, H, carries 0.325; number 92, H, carries 0.262; number 93, H, carries 0.440; number 94, H, carries 0.288; number 95, H, carries -0.095; number 96, H, carries 0.490; number 97, H, carries 0.213; number 98, H, carries 0.395; number 99, H, carries 0.176


# 2
# C32H58AsCsF6N2O12S6

A structure of composition C32H58AsCsF6N2O12S6 at a distorted geometry (ωB97M-V with the def2-TZVPD basis set, the Open Molecules 2025 dataset).

```
! wB97M-V def2-TZVPD RIJCOSX def2/J DEFGRID3
* xyz 0 1
Cs -1.183 -17.135 -12.895
As -4.593 -18.668 -11.283
F -4.773 -18.057 -9.598
F -6.202 -17.986 -11.732
F -4.325 -19.231 -12.960
F -2.915 -19.266 -10.845
F -5.305 -20.169 -10.851
F -3.775 -17.091 -11.750
C -4.859 -14.168 -14.142
C -5.772 -15.452 -14.077
C -5.003 -16.600 -14.746
S -3.817 -15.856 -15.995
O -4.171 -16.211 -17.361
O -2.484 -16.265 -15.479
C -4.238 -14.136 -15.573
H -4.055 -14.138 -13.406
H -5.325 -13.213 -13.901
H -6.664 -15.253 -14.670
H -5.999 -15.600 -13.021
H -5.735 -17.163 -15.324
H -4.462 -17.270 -14.078
H -4.963 -13.842 -16.331
H -3.340 -13.552 -15.774
C -1.458 -19.894 -7.537
C -2.170 -18.496 -7.403
C -1.160 -17.314 -7.652
S 0.183 -18.133 -8.732
O 1.430 -18.070 -8.007
O 0.041 -17.610 -10.096
C -0.551 -19.851 -8.693
H -2.208 -20.644 -7.785
H -0.951 -20.232 -6.633
H -2.586 -18.456 -6.396
H -3.061 -18.386 -8.021
H -0.638 -17.055 -6.732
H -1.500 -16.430 -8.192
H 0.220 -20.619 -8.750
H -1.088 -20.089 -9.611
C -6.954 -18.888 -5.163
C -6.182 -18.478 -6.396
C -7.176 -17.543 -7.126
S -8.736 -18.685 -7.143
O -8.726 -19.651 -8.246
O -9.920 -17.813 -7.053
C -8.348 -19.492 -5.507
H -7.182 -18.052 -4.502
H -6.312 -19.606 -4.652
H -5.995 -19.268 -7.123
H -5.225 -17.980 -6.239
H -6.944 -17.159 -8.120
H -7.571 -16.763 -6.475
H -8.297 -20.502 -5.914
H -9.174 -19.441 -4.798
C -6.420 -24.112 -10.375
C -7.529 -23.202 -11.000
C -7.997 -22.212 -9.954
S -7.777 -23.031 -8.329
O -9.126 -23.376 -7.884
O -6.887 -22.313 -7.404
C -6.992 -24.596 -9.034
H -5.531 -23.510 -10.185
H -6.138 -24.955 -11.005
H -8.333 -23.855 -11.340
H -7.296 -22.652 -11.911
H -8.953 -21.694 -10.029
H -7.190 -21.480 -9.997
H -7.802 -25.292 -9.251
H -6.359 -25.010 -8.248
C -1.887 -24.110 -12.946
C -2.003 -23.598 -11.474
C -2.172 -22.111 -11.466
S -0.944 -21.561 -12.724
O 0.324 -21.557 -11.950
O -1.362 -20.377 -13.434
C -1.073 -23.054 -13.779
H -2.916 -24.163 -13.303
H -1.383 -25.067 -13.080
H -1.171 -23.891 -10.834
H -2.901 -24.095 -11.106
H -1.929 -21.625 -10.520
H -3.064 -21.722 -11.958
H -0.095 -23.263 -14.211
H -1.641 -22.579 -14.579
C -7.867 -20.197 -16.378
C -7.738 -19.721 -14.952
C -7.315 -20.910 -14.080
S -8.366 -22.298 -14.748
O -9.772 -22.235 -14.226
O -7.639 -23.560 -14.766
C -8.445 -21.578 -16.394
H -6.829 -20.230 -16.709
H -8.291 -19.455 -17.054
H -8.729 -19.446 -14.592
H -6.935 -18.987 -14.886
H -7.410 -20.892 -12.994
H -6.252 -21.023 -14.291
H -9.460 -21.797 -16.727
H -7.700 -22.153 -16.945
N -3.950 -20.801 -15.765
C -4.145 -19.983 -16.821
C -4.336 -20.788 -17.938
C -4.044 -22.136 -17.505
C -3.866 -22.102 -16.158
H -3.791 -20.404 -14.850
H -4.246 -18.921 -16.655
H -4.554 -20.470 -18.947
H -4.054 -23.038 -18.099
H -3.624 -22.903 -15.475
N -3.698 -13.723 -9.447
C -3.191 -13.067 -8.340
C -3.303 -13.915 -7.226
C -4.152 -14.955 -7.626
C -4.331 -14.824 -8.973
H -3.631 -13.503 -10.430
H -2.716 -12.105 -8.463
H -2.904 -13.687 -6.249
H -4.502 -15.711 -6.939
H -4.682 -15.446 -9.783
*
```

Computed properties:
LUMO energy: -0.54 eV
maximum force: 0.0757 Eh/bohr

Mulliken atomic charge list, values in e, 99 entries: number 1, Cs, carries 1.262; number 2, As, carries 1.966; number 3, F, carries -0.680; number 4, F, carries -0.578; number 5, F, carries -0.332; number 6, F, carries -0.425; number 7, F, carries -0.296; number 8, F, carries -0.733; number 9, C, carries -0.572; number 10, C, carries -0.697; number 11, C, carries 0.372; number 12, S, carries 0.992; number 13, O, carries -0.644; number 14, O, carries -0.588; number 15, C, carries -0.886; number 16, H, carries 0.116; number 17, H, carries 0.490; number 18, H, carries 0.425; number 19, H, carries 0.185; number 20, H, carries 0.114; number 21, H, carries -0.213; number 22, H, carries 0.355; number 23, H, carries 0.521; number 24, C, carries -0.868; number 25, C, carries 0.572; number 26, C, carries -0.695; number 27, S, carries 0.941; number 28, O, carries -0.667; number 29, O, carries -0.519; number 30, C, carries 0.022; number 31, H, carries 0.411; number 32, H, carries 0.375; number 33, H, carries 0.405; number 34, H, carries -0.631; number 35, H, carries 0.389; number 36, H, carries 0.269; number 37, H, carries 0.589; number 38, H, carries -0.654; number 39, C, carries -0.874; number 40, C, carries 0.198; number 41, C, carries -0.931; number 42, S, carries 0.983; number 43, O, carries -0.463; number 44, O, carries -0.731; number 45, C, carries -0.476; number 46, H, carries 0.354; number 47, H, carries 0.400; number 48, H, carries 0.204; number 49, H, carries -0.021; number 50, H, carries 0.387; number 51, H, carries 0.408; number 52, H, carries 0.120; number 53, H, carries 0.420; number 54, C, carries -0.388; number 55, C, carries 0.101; number 56, C, carries -0.105; number 57, S, carries 1.081; number 58, O, carries -0.726; number 59, O, carries -0.582; number 60, C, carries -0.907; number 61, H, carries 0.018; number 62, H, carries 0.460; number 63, H, carries 0.381; number 64, H, carries -0.625; number 65, H, carries 0.694; number 66, H, carries -0.252; number 67, H, carries 0.350; number 68, H, carries 0.469; number 69, C, carries -0.673; number 70, C, carries -0.856; number 71, C, carries 0.712; number 72, S, carries 0.993; number 73, O, carries -0.737; number 74, O, carries -0.547; number 75, C, carries -0.425; number 76, H, carries 0.289; number 77, H, carries 0.371; number 78, H, carries 0.379; number 79, H, carries 0.326; number 80, H, carries -0.064; number 81, H, carries -0.227; number 82, H, carries 0.463; number 83, H, carries 0.048; number 84, C, carries 0.046; number 85, C, carries 0.128; number 86, C, carries -0.430; number 87, S, carries 1.254; number 88, O, carries -0.711; number 89, O, carries -0.681; number 90, C, carries -0.937; number 91, H, carries -0.353; number 92, H, carries 0.551; number 93, H, carries 0.517; number 94, H, carries -0.701; number 95, H, carries 0.534; number 96, H, carries -0.033; number 97, H, carries 0.464; number 98, H, carries 0.387; number 99, N, carries 0.696